{"formula": "C49H156F6N8O25P", "method": "the ωB97M-V functional and the def2-TZVPD basis", "gap_ev": 9.40, "homo_ha": -0.27796, "e_above_lowest_kj_mol": 0.0, "total_charge": -1, "lumo_ev": 1.835, "species": ["P", "F", "F", "F", "F", "F", "F", "C", "C", "C", "O", "C", "N", "H", "H", "H", "H", "H", "H", "H", "H", "H", "H", "H", "C", "C", "C", "O", "C", "N", "H", "H", "H", "H", "H", "H", "H", "H", "H", "H", "H", "C", "C", "C", "O", "C", "N", "H", "H", "H", "H", "H", "H", "H", "H", "H", "H", "H", "C", "C", "C", "O", "C", "N", "H", "H", "H", "H", "H", "H", "H", "H", "H", "H", "H", "C", "C", "C", "O", "C", "N", "H", "H", "H", "H", "H", "H", "H", "H", "H", "H", "H", "C", "C", "C", "O", "C", "N", "H", "H", "H", "H", "H", "H", "H", "H", "H", "H", "H", "C", "C", "C", "O", "C", "N", "H", "H", "H", "H", "H", "H", "H", "H", "H", "H", "H", "C", "C", "C", "O", "C", "N", "H", "H", "H", "H", "H", "H", "H", "H", "H", "H", "H", "C", "O", "H", "H", "H", "H", "C", "O", "H", "H", "H", "H", "C", "O", "H", "H", "H", "H", "C", "O", "H", "H", "H", "H", "C", "O", "H", "H", "H", "H", "C", "O", "H", "H", "H", "H", "C", "O", "H", "H", "H", "H", "C", "O", "H", "H", "H", "H", "C", "O", "H", "H", "H", "H", "C", "O", "H", "H", "H", "H", "C", "O", "H", "H", "H", "H", "C", "O", "H", "H", "H", "H", "C", "O", "H", "H", "H", "H", "C", "O", "H", "H", "H", "H", "C", "O", "H", "H", "H", "H", "C", "O", "H", "H", "H", "H", "C", "O", "H", "H", "H", "H"], "xyz": [[-0.266, -0.227, -0.485], [-1.398, -0.379, 0.781], [0.879, 0.149, 0.608], [0.052, -1.807, -0.272], [0.726, -0.099, -1.821], [-1.513, -0.577, -1.501], [-0.605, 1.327, -0.621], [2.693, -1.837, -4.188], [3.492, -2.113, -2.879], [3.919, -0.839, -2.269], [4.930, -0.228, -3.117], [5.286, 1.039, -2.649], [2.513, -2.817, -2.027], [2.089, -0.946, -3.954], [2.045, -2.718, -4.390], [3.431, -1.649, -4.964], [4.392, -2.726, -3.084], [4.330, -1.130, -1.291], [3.037, -0.196, -2.065], [5.704, 0.940, -1.660], [4.432, 1.671, -2.514], [6.000, 1.509, -3.317], [1.628, -2.391, -1.862], [2.771, -2.967, -1.061], [-6.977, -6.068, 3.856], [-6.427, -7.082, 2.851], [-5.747, -6.383, 1.678], [-5.295, -7.332, 0.764], [-4.614, -6.672, -0.309], [-5.569, -8.013, 3.593], [-7.605, -5.312, 3.365], [-6.315, -5.572, 4.522], [-7.606, -6.661, 4.507], [-7.231, -7.669, 2.426], [-4.877, -5.808, 1.985], [-6.495, -5.659, 1.236], [-3.943, -5.865, 0.032], [-5.318, -6.152, -0.953], [-4.063, -7.471, -0.848], [-5.260, -8.674, 2.874], [-4.695, -7.618, 3.953], [3.654, -1.747, 2.037], [2.856, -2.234, 3.240], [1.506, -2.869, 2.863], [0.863, -3.019, 4.157], [-0.092, -4.047, 4.190], [3.709, -3.180, 3.976], [4.657, -1.456, 2.300], [3.133, -0.906, 1.512], [3.785, -2.676, 1.436], [2.648, -1.406, 3.941], [1.630, -3.870, 2.437], [0.898, -2.223, 2.251], [-0.278, -4.263, 5.263], [0.295, -4.948, 3.696], [-1.070, -3.803, 3.761], [3.161, -3.545, 4.756], [3.979, -3.956, 3.389], [-1.393, -9.204, 2.036], [-1.897, -7.797, 2.014], [-1.823, -7.225, 3.450], [-2.617, -8.006, 4.336], [-2.443, -7.456, 5.643], [-1.005, -6.990, 1.185], [-0.375, -9.215, 2.365], [-1.407, -9.664, 1.062], [-1.964, -9.857, 2.732], [-2.887, -7.727, 1.622], [-2.147, -6.169, 3.600], [-0.759, -7.197, 3.732], [-2.827, -6.436, 5.713], [-1.434, -7.534, 5.914], [-2.933, -8.164, 6.323], [-0.899, -7.377, 0.286], [-1.300, -6.016, 1.093], [-5.433, 5.150, -4.635], [-4.003, 4.837, -4.412], [-3.439, 5.347, -3.090], [-3.845, 6.625, -2.779], [-3.409, 7.113, -1.539], [-3.597, 3.420, -4.337], [-5.697, 4.581, -5.520], [-5.608, 6.216, -4.676], [-6.058, 4.739, -3.834], [-3.377, 5.291, -5.167], [-2.358, 5.371, -3.169], [-3.752, 4.637, -2.271], [-3.606, 8.170, -1.478], [-2.354, 6.851, -1.413], [-3.961, 6.724, -0.710], [-4.301, 2.944, -3.728], [-3.634, 3.015, -5.241], [-0.397, 9.941, -1.061], [0.203, 9.945, 0.281], [-0.338, 8.777, 1.156], [0.122, 8.888, 2.510], [-0.007, 7.623, 3.116], [1.690, 9.994, 0.417], [-1.497, 10.152, -1.046], [-0.308, 8.988, -1.632], [0.026, 10.745, -1.620], [-0.299, 10.780, 0.784], [0.132, 7.832, 0.760], [-1.402, 8.502, 1.117], [-1.063, 7.281, 2.952], [0.245, 7.777, 4.156], [0.713, 6.970, 2.589], [2.089, 10.497, 1.195], [2.146, 9.079, 0.457], [7.677, -1.888, 2.901], [8.204, -0.969, 1.745], [7.099, -0.049, 1.108], [6.668, 0.784, 2.124], [5.701, 1.689, 1.618], [9.368, -0.193, 2.060], [6.754, -2.409, 2.692], [7.568, -1.202, 3.778], [8.459, -2.646, 3.109], [8.422, -1.632, 0.931], [6.290, -0.667, 0.798], [7.584, 0.509, 0.322], [6.046, 2.389, 0.871], [5.266, 2.232, 2.394], [4.998, 1.049, 1.116], [10.210, -0.743, 2.185], [9.234, 0.471, 2.819], [5.524, 5.669, 0.893], [5.539, 6.844, -0.092], [4.221, 7.013, -0.825], [4.381, 7.956, -1.890], [3.178, 8.041, -2.684], [5.807, 8.127, 0.573], [4.885, 5.800, 1.767], [6.472, 5.484, 1.343], [5.393, 4.783, 0.253], [6.299, 6.634, -0.863], [3.403, 7.317, -0.065], [3.918, 6.086, -1.252], [2.370, 8.602, -2.253], [2.868, 7.040, -2.844], [3.518, 8.536, -3.641], [6.767, 8.159, 0.804], [5.551, 8.942, 0.027], [-2.820, 4.448, 1.544], [-4.217, 4.442, 1.904], [-2.680, 4.525, 0.441], [-2.290, 5.299, 1.968], [-2.409, 3.542, 1.970], [-4.274, 4.146, 2.836], [5.152, -5.106, 0.149], [5.652, -3.839, -0.210], [4.221, -5.068, 0.752], [4.887, -5.660, -0.755], [5.882, -5.682, 0.729], [5.366, -3.286, 0.540], [1.722, 4.859, -4.236], [0.495, 5.560, -4.339], [2.477, 5.504, -4.751], [2.005, 4.713, -3.184], [1.603, 3.905, -4.744], [-0.176, 4.901, -4.420], [2.504, -7.781, 0.590], [2.030, -6.520, 1.025], [1.724, -8.364, 0.163], [3.261, -7.543, -0.212], [3.074, -8.356, 1.325], [1.059, -6.518, 1.172], [-4.274, 1.555, -1.030], [-4.998, 2.684, -1.453], [-4.931, 0.701, -0.708], [-3.705, 1.220, -1.893], [-3.560, 1.781, -0.217], [-5.326, 3.074, -0.644], [-1.477, -5.579, -2.371], [-1.063, -6.916, -2.563], [-0.667, -4.979, -1.889], [-1.832, -5.212, -3.295], [-2.284, -5.547, -1.651], [-0.902, -7.002, -3.516], [-2.683, -3.203, 1.712], [-1.520, -3.893, 1.156], [-2.872, -3.599, 2.727], [-2.379, -2.117, 1.759], [-3.624, -3.234, 1.176], [-1.206, -3.254, 0.505], [-0.561, 4.524, -1.152], [-0.403, 5.887, -1.407], [-0.475, 4.278, -0.102], [-1.535, 4.119, -1.406], [0.200, 4.004, -1.732], [0.149, 6.004, -2.221], [-1.007, -1.821, -4.778], [-2.043, -2.017, -3.714], [-0.320, -2.646, -4.828], [-1.624, -1.751, -5.715], [-0.479, -0.859, -4.602], [-1.595, -1.879, -2.849], [2.488, 2.626, 0.526], [2.736, 2.248, -0.843], [2.761, 1.835, 1.236], [3.081, 3.559, 0.784], [1.427, 2.701, 0.741], [1.936, 1.793, -1.129], [-0.431, 2.134, -5.301], [-0.921, 3.104, -4.359], [-0.787, 1.118, -5.215], [-0.649, 2.513, -6.320], [0.620, 2.184, -5.013], [-1.925, 3.041, -4.226], [-1.801, 3.702, 4.824], [-2.964, 2.990, 4.479], [-0.963, 3.284, 4.157], [-1.942, 4.782, 4.623], [-1.559, 3.543, 5.940], [-2.720, 2.123, 4.110], [-1.169, -0.377, 4.454], [-1.657, 0.605, 3.516], [-0.398, -1.077, 4.132], [-0.665, 0.147, 5.274], [-2.032, -0.952, 4.765], [-1.522, 0.299, 2.601], [-4.710, -2.650, -1.537], [-5.512, -2.767, -0.386], [-4.527, -3.571, -1.990], [-5.148, -1.929, -2.223], [-3.707, -2.277, -1.213], [-5.562, -1.915, 0.050], [-4.747, 0.276, -4.521], [-4.684, -1.025, -5.061], [-3.763, 0.631, -4.082], [-4.974, 0.965, -5.388], [-5.469, 0.392, -3.719], [-4.059, -1.574, -4.508], [-4.606, -0.242, 2.236], [-5.710, -1.022, 1.752], [-3.941, -0.801, 2.913], [-4.024, 0.155, 1.362], [-5.002, 0.627, 2.847], [-6.228, -1.270, 2.482], [2.284, -5.931, -3.251], [1.355, -4.925, -3.588], [2.911, -6.261, -4.115], [3.027, -5.648, -2.461], [1.817, -6.857, -2.932], [1.769, -4.101, -3.177]], "forces_ev_per_angstrom": [[-1.23, 0.37, 0.20], [0.88, 0.37, -0.67], [-0.20, -0.50, -0.87], [0.22, 0.38, -0.62], [-0.44, -0.51, 1.64], [0.75, -0.10, 0.55], [-0.09, 0.15, 0.08], [0.53, -0.40, 0.99], [-1.74, -0.56, -1.13], [0.98, 0.79, 0.38], [-1.24, -0.82, 0.35], [0.16, -0.03, 0.30], [0.79, -1.17, 0.61], [0.02, -0.29, -0.55], [0.54, 0.79, -0.35], [-0.41, 0.15, -0.38], [-0.64, -0.04, 0.28], [0.38, 0.51, 0.13], [0.62, -0.01, -0.37], [0.58, 0.08, 0.58], [-0.68, 0.54, -0.17], [0.09, -0.15, -0.15], [-0.68, 1.12, -0.80], [0.93, -0.30, 0.03], [-1.63, -0.63, -0.85], [1.35, 1.06, 0.88], [-1.02, 0.56, 0.29], [0.38, 0.31, -0.89], [0.20, -0.78, 0.04], [0.09, -0.70, -0.96], [0.11, -0.12, 0.10], [1.23, 0.34, 0.14], [-0.42, 0.03, 0.27], [-0.40, -0.11, 0.02], [0.16, 0.43, 0.49], [0.69, -0.59, 0.05], [0.14, -0.48, 0.26], [-0.31, -0.16, -0.33], [-0.27, 0.75, 0.15], [0.12, -0.09, 0.53], [-0.42, 0.22, -0.25], [-0.87, -0.38, -0.42], [0.47, -0.07, 0.10], [0.31, 0.27, 1.70], [0.01, -0.06, -0.69], [-0.23, -0.46, 0.95], [-0.41, 0.43, 0.55], [0.25, 0.39, 0.44], [0.45, -0.96, 0.05], [-0.33, 0.75, -0.41], [-0.01, -0.20, -0.36], [0.08, 0.16, -0.31], [-0.21, 0.17, -0.54], [0.17, -0.04, -0.52], [-0.14, 0.03, 0.07], [0.29, 0.24, -0.25], [0.25, -0.07, -0.23], [-0.08, -0.24, -0.16], [-0.75, -1.06, 0.65], [0.75, 1.12, 0.80], [-0.29, 0.31, -0.33], [0.66, 0.66, 0.27], [-1.56, -1.54, -0.31], [0.49, 1.04, 1.16], [0.81, 0.07, 0.29], [-0.15, -0.14, -0.54], [0.21, 0.51, -0.49], [-1.10, -0.19, -0.01], [-0.03, -0.30, -0.80], [-0.05, -0.41, 0.15], [-0.02, -0.02, 0.11], [1.78, 0.43, 0.33], [-0.40, 0.53, -0.07], [-0.04, -0.51, -1.36], [-0.08, -0.26, 0.00], [-0.69, -1.04, 0.25], [2.07, 0.26, 1.48], [-0.06, -0.71, 1.03], [-1.37, 1.44, -0.53], [0.66, -0.30, -0.17], [-1.65, -0.12, 1.01], [-0.54, 0.44, -0.52], [-0.06, 0.14, -0.36], [0.13, 0.07, 0.12], [0.01, 0.17, -0.60], [0.46, -0.48, 0.09], [0.31, 0.42, -0.61], [0.27, 0.55, -0.40], [0.00, 0.43, 0.19], [-0.56, -0.87, 0.61], [0.86, 0.27, -0.62], [-0.36, -0.62, -0.99], [-1.16, -0.94, -1.75], [-0.32, -0.74, 3.67], [1.65, -1.60, -0.46], [-0.69, 0.63, -0.85], [-0.27, 0.37, -0.90], [-0.35, -0.13, -1.14], [0.81, -0.22, 0.36], [0.25, 0.54, 0.38], [0.46, 0.47, -0.70], [0.93, 0.58, 0.07], [-0.17, 0.57, -0.06], [-0.15, 0.83, -0.01], [0.82, -0.20, 0.50], [-0.07, -0.39, 0.30], [-0.40, -0.34, 0.55], [-0.71, 0.25, 0.18], [-0.64, 0.22, -0.22], [1.20, 1.43, 0.29], [-1.73, -0.38, -0.36], [2.30, -1.14, 1.96], [-0.19, 1.59, 0.58], [0.47, -1.50, -0.83], [0.50, 0.43, -0.05], [-0.34, 0.02, -0.11], [-0.16, -0.89, -0.41], [-0.40, 0.42, 0.07], [0.60, -0.44, -0.61], [-0.84, -0.58, -0.84], [-0.07, 0.19, -0.65], [0.73, 0.26, -0.31], [-0.74, 0.69, 1.43], [-1.04, 0.09, -0.27], [-0.28, 0.11, 0.19], [-0.02, -0.38, -0.15], [0.01, 0.10, -0.90], [-0.17, 0.92, 0.01], [-0.61, 0.91, 0.87], [-0.86, 0.08, 0.69], [2.21, 0.82, -0.86], [-0.75, -0.52, 0.28], [-0.65, -0.16, -0.52], [1.16, 0.27, 0.16], [-0.69, -0.07, 0.63], [-0.12, -0.07, 0.06], [1.06, -0.20, -1.07], [-0.36, -1.07, -0.35], [-0.23, 0.46, 0.59], [-0.61, -0.97, -0.61], [-0.64, -0.63, 0.93], [1.04, 0.40, 0.35], [0.12, -0.31, -0.24], [-0.63, 0.00, -0.11], [0.24, 0.13, 0.08], [-0.51, -0.36, 0.86], [0.00, 0.22, 0.19], [0.62, -0.27, -0.36], [0.26, 0.13, -0.67], [-0.64, -0.94, 0.20], [-0.47, 0.65, 0.85], [0.33, 0.17, -0.28], [0.19, 0.02, 0.00], [0.06, -0.01, -0.12], [0.53, 0.17, -0.69], [0.24, 0.86, -0.48], [0.68, 1.18, 0.42], [-0.32, -0.78, 0.46], [0.12, -0.15, -0.18], [0.50, -0.09, 0.07], [-1.11, -1.06, -0.02], [1.49, 1.33, -0.98], [-0.26, 0.19, 0.53], [-0.66, -0.68, -0.34], [-0.76, -0.44, 0.48], [-0.38, 0.11, 0.45], [0.43, -0.51, -0.01], [0.30, -1.13, 0.14], [-0.20, 0.05, 0.17], [0.37, 0.73, -0.21], [0.20, -0.17, 0.06], [-0.25, 0.00, -0.28], [-0.32, 0.52, 0.14], [0.74, 0.17, 1.60], [0.15, -0.63, -0.51], [-0.39, -0.21, -0.88], [-0.18, 1.08, -0.83], [-0.48, -0.22, 0.16], [0.14, -0.13, 0.62], [1.33, 1.10, 0.82], [-1.47, 0.42, 0.00], [0.20, 0.20, -0.44], [-0.58, -1.07, 0.35], [0.00, -0.50, -0.67], [0.39, -0.28, -0.11], [0.50, -0.91, -0.40], [0.62, 1.21, -0.62], [0.53, 0.25, 0.44], [-0.33, 0.14, -0.58], [-0.13, -0.59, 0.23], [-0.90, -0.24, 0.75], [-2.33, 0.92, 0.52], [1.65, 0.04, -0.63], [0.26, -0.39, 0.07], [0.84, -0.06, 0.78], [-0.23, -0.69, -0.12], [-0.53, 0.01, -0.83], [0.71, 0.15, 0.31], [-0.22, 0.38, 0.89], [0.52, -0.01, -0.26], [-0.90, -1.02, -0.46], [-0.23, 0.74, -0.29], [0.02, -0.12, -0.17], [0.27, 1.79, 0.35], [-1.30, -0.67, 0.17], [-0.40, -0.17, 0.39], [0.49, -0.40, 0.26], [0.20, -0.66, -0.97], [1.06, 0.33, -0.14], [1.45, -0.90, 0.17], [-0.87, 0.00, -0.17], [-0.76, 0.93, 1.23], [0.07, -0.57, 0.13], [-0.12, 0.33, -1.61], [0.23, 0.15, 0.15], [0.05, 0.46, -0.03], [0.59, -0.34, -0.24], [-0.14, 0.12, -0.81], [-0.59, 0.06, 0.10], [-0.04, -0.20, 0.57], [0.04, 0.06, 0.29], [1.05, 2.32, 1.46], [-0.41, -0.95, -0.15], [-0.17, -1.67, -0.75], [0.07, -0.04, -0.43], [-0.44, -0.03, -0.52], [-0.05, 0.16, 0.35], [1.33, 1.07, -0.71], [0.91, -0.88, 0.96], [-0.78, -0.54, -0.57], [-0.03, -0.61, 1.05], [-0.46, -0.04, 0.01], [-0.74, 0.88, -0.71], [-0.18, 1.19, 0.39], [1.57, 0.84, -1.33], [-0.16, -0.04, -0.42], [-0.61, -0.54, 0.90], [0.50, -0.69, -0.78], [-1.08, -0.57, 1.37], [1.40, -0.68, -0.33], [1.03, 0.73, 0.66], [-0.34, 0.51, 0.17], [-0.80, 0.12, -0.42], [-0.55, 0.03, 0.32], [-0.73, -0.97, -0.16]]}